Below is a 2-piece molecular cluster, C28H29BN overall at a distorted geometry, with properties calculated with ωB97M-V/def2-TZVPD.

Element x y z (Å)
C (1.752, -0.686, 2.284)
C (0.317, -0.701, 2.480)
C (-0.507, 0.292, 1.889)
C (-1.885, 0.274, 2.085)
C (-2.473, -0.722, 2.877)
C (-1.662, -1.671, 3.517)
C (-0.289, -1.670, 3.323)
C (2.644, -1.820, 2.429)
C (4.001, -1.326, 2.476)
C (5.057, -2.161, 2.809)
C (4.781, -3.513, 3.048)
C (3.470, -4.011, 2.962)
C (2.394, -3.178, 2.632)
C (3.959, 0.115, 2.339)
C (2.571, 0.513, 2.236)
C (2.231, 1.860, 2.341)
C (3.257, 2.803, 2.451)
C (4.607, 2.412, 2.507)
C (4.964, 1.056, 2.484)
H (-0.057, 1.037, 1.227)
H (-2.510, 1.021, 1.595)
H (-3.555, -0.764, 2.997)
H (-2.110, -2.426, 4.164)
H (0.340, -2.383, 3.859)
H (6.066, -1.754, 2.877)
H (5.596, -4.194, 3.306)
H (3.280, -5.062, 3.159)
H (1.382, -3.570, 2.539)
H (1.184, 2.156, 2.387)
H (3.001, 3.858, 2.521)
H (5.379, 3.174, 2.598)
H (6.002, 0.731, 2.572)
C (-4.958, 0.798, -3.031)
C (-3.790, 1.466, -3.768)
C (-4.056, 1.400, -5.268)
C (-3.750, 2.937, -3.337)
C (-2.495, 0.798, -3.342)
C (-1.545, 0.234, -4.203)
C (-0.378, -0.318, -3.665)
N (-0.136, -0.356, -2.327)
B (1.193, -0.970, -1.661)
H (1.183, -0.798, -0.415)
C (-1.074, 0.158, -1.507)
C (-2.223, 0.760, -1.971)
H (-4.843, 0.857, -1.947)
H (-5.893, 1.302, -3.296)
H (-5.043, -0.255, -3.321)
H (-3.283, 1.926, -5.834)
H (-4.138, 0.365, -5.611)
H (-5.013, 1.895, -5.471)
H (-2.952, 3.474, -3.862)
H (-4.701, 3.418, -3.585)
H (-3.592, 3.038, -2.261)
H (-1.680, 0.213, -5.285)
H (0.396, -0.749, -4.302)
H (1.214, -2.164, -1.893)
H (2.151, -0.393, -2.138)
H (-0.882, 0.081, -0.437)
H (-2.898, 1.193, -1.229)

Summary:
HOMO-LUMO gap   5.934 eV
DFT total energy   -31666.48357 eV
Total charge   +1
Maximum force   1.87 eV Å⁻¹